ORCA calculation (wB97M-V/def2-TZVPD) on the ion C4H10NO2 with charge -1.

Computed properties:
Kohn-Sham gap ... 6.52 eV
Maximum force ... 0.065 hartree/bohr
Energy above the lowest of the compared OMol25 structures with the same formula, charge and spin ... 75.9 kcal/mol
Charge ... -1

Geometry as XYZ:
```
17
Properties=species:S:1:pos:R:3:mulliken_charge:R:1
N 0.678 -0.258 -1.361 -0.70
C 0.630 0.222 -0.002 0.17
C 1.729 -0.762 0.861 -0.62
O 1.363 -2.017 0.741 -0.85
C -0.722 -0.043 0.619 -0.87
C -1.829 0.819 0.012 -0.41
O -1.639 1.241 -1.336 -0.57
H 0.208 -1.146 -1.488 0.22
H 1.635 -0.465 -1.630 0.27
H 0.790 1.301 0.124 0.25
H 1.621 -0.537 1.966 0.28
H 2.701 -0.504 0.337 0.27
H -0.874 -1.140 0.670 0.32
H -0.809 0.165 1.701 0.35
H -2.822 0.334 0.019 0.27
H -1.873 1.828 0.482 0.21
H -0.788 0.961 -1.715 0.41
```



ORCA calculation (wB97M-V/def2-TZVPD) on a structure of composition C17H19BrMoN2O2S.

Computed properties:
Kohn-Sham gap (alpha / beta) ... 7.14 / 6.41 eV
Maximum force ... 0.051 hartree/bohr
Expectation value of S² ... 2.04
Energy above the lowest of the compared OMol25 structures with the same formula, charge and spin ... 0.2 kcal/mol
Charge ... +2
Multiplicity ... 3

Geometry as XYZ:
```
43
Properties=species:S:1:pos:R:3:mulliken_spin:R:1
Mo 0.071 0.120 -0.372 1.59
C -0.206 -3.209 -1.742 0.02
C -0.102 -1.738 -1.946 -0.02
C 1.131 -1.125 -2.251 0.10
C 1.208 0.242 -2.568 -0.07
C 2.483 0.841 -3.063 0.01
C 0.016 1.033 -2.510 0.03
C -1.258 0.424 -2.354 0.00
C -2.521 1.178 -2.598 0.01
C -1.284 -0.941 -2.013 -0.03
H 0.700 -3.628 -1.306 0.00
H -0.350 -3.691 -2.715 0.00
H -1.065 -3.471 -1.124 0.00
H 2.018 -1.743 -2.366 0.01
H 2.520 0.724 -4.151 0.00
H 3.357 0.333 -2.656 0.00
H 2.547 1.910 -2.860 0.00
H 0.059 2.057 -2.881 0.00
H -2.800 1.076 -3.651 0.00
H -2.406 2.242 -2.397 0.00
H -3.345 0.781 -2.007 0.00
H -2.248 -1.438 -1.919 0.00
C 2.162 5.225 -0.056 0.00
C 2.490 3.787 0.124 0.00
C 3.759 3.343 0.514 0.00
C 4.003 1.986 0.601 0.00
C 2.975 1.096 0.309 -0.01
Br 3.345 -0.753 0.276 0.02
N 1.736 1.493 -0.026 -0.02
C 1.522 2.817 -0.103 0.00
H 3.061 5.833 -0.108 0.00
H 1.563 5.585 0.780 0.00
H 1.581 5.381 -0.963 0.00
H 4.543 4.051 0.739 0.00
H 4.979 1.615 0.873 0.00
H 0.516 3.127 -0.363 0.01
O 0.740 -0.622 1.565 -0.03
C -0.287 -1.319 1.704 0.01
O -1.110 -1.323 0.763 -0.03
H -0.457 -1.910 2.619 0.00
S -2.819 2.752 2.098 0.34
C -1.743 1.939 1.309 0.03
N -0.923 1.320 0.697 0.03
```



ORCA calculation (wB97M-V/def2-TZVPD) on a cluster of 13 separate species, C4H34N2O13S in total.

Computed properties:
Kohn-Sham gap (alpha / beta) ... 8.68 / 3.62 eV
Maximum force ... 0.075 hartree/bohr
Expectation value of S² ... 0.75
Charge ... +1
Multiplicity ... 2

Geometry as XYZ:
```
54
Properties=species:S:1:pos:R:3:mulliken_spin:R:1
C 0.531 1.432 -0.732 -0.01
N 1.543 0.443 -0.322 0.01
C 1.374 -0.775 0.313 0.00
N 0.129 -0.960 0.883 0.01
O 2.132 -1.716 0.289 0.01
C -0.558 1.821 0.268 0.04
C -0.632 3.323 0.635 0.03
S -1.251 4.299 -0.740 0.90
H 1.105 2.325 -1.007 -0.01
H 0.094 1.029 -1.647 0.01
H 2.191 0.347 -1.097 0.00
H 0.099 -1.522 1.727 0.00
H -0.714 -0.437 0.756 0.00
H -1.524 1.429 -0.048 0.00
H -0.396 1.409 1.273 0.00
H -1.097 3.451 1.612 0.01
H 0.399 3.662 0.772 0.00
H -2.532 3.900 -0.520 -0.01
H -2.143 0.388 -1.727 0.00
H -2.846 0.666 -2.915 0.00
O -3.031 0.221 -2.073 0.00
H -1.779 -0.052 4.017 0.00
H -2.088 1.310 4.027 0.00
O -1.950 0.624 3.354 0.00
H -2.724 -0.156 1.822 0.00
H -4.062 -0.129 0.753 0.00
O -3.138 -0.257 0.956 0.00
H -0.962 -2.531 -3.473 0.00
H -2.295 -2.807 -2.502 0.00
O -1.475 -2.345 -2.686 0.00
H -2.670 -1.713 0.242 0.00
H -1.583 -2.373 -0.411 0.00
O -2.308 -2.633 0.178 0.00
H 2.774 1.894 1.036 0.00
H 3.327 3.287 1.530 0.00
O 3.270 2.347 1.722 0.00
H 1.430 -4.368 -1.925 0.00
H 0.198 -3.463 -2.139 0.00
O 1.099 -3.624 -2.441 0.00
H 1.336 -1.952 3.660 0.00
H 0.579 -3.255 3.628 0.00
O 0.446 -2.304 3.539 0.00
H 0.107 -4.165 0.813 0.00
H 1.545 -3.808 0.788 0.00
O 0.971 -4.553 1.012 0.00
H 1.259 0.146 -3.958 0.00
H 1.720 1.494 -2.905 0.00
O 1.250 1.007 -3.559 0.00
H 1.500 3.258 3.324 0.00
H 1.672 2.051 2.458 0.00
O 0.991 2.507 3.002 0.00
H 3.207 -1.347 -2.176 0.00
H 2.223 -2.163 -2.736 0.00
O 2.587 -1.264 -2.919 0.00
```



- Number 1 is which compound?
  C4H10NO2



What did the third record say?
ORCA calculation (wB97M-V/def2-TZVPD) on a cluster of 13 separate species, C4H34N2O13S in total.

Computed properties:
Kohn-Sham gap (alpha / beta) ... 8.68 / 3.62 eV
Maximum force ... 0.075 hartree/bohr
Expectation value of S² ... 0.75
Charge ... +1
Multiplicity ... 2

Geometry as XYZ:
```
54
Properties=species:S:1:pos:R:3:mulliken_spin:R:1
C 0.531 1.432 -0.732 -0.01
N 1.543 0.443 -0.322 0.01
C 1.374 -0.775 0.313 0.00
N 0.129 -0.960 0.883 0.01
O 2.132 -1.716 0.289 0.01
C -0.558 1.821 0.268 0.04
C -0.632 3.323 0.635 0.03
S -1.251 4.299 -0.740 0.90
H 1.105 2.325 -1.007 -0.01
H 0.094 1.029 -1.647 0.01
H 2.191 0.347 -1.097 0.00
H 0.099 -1.522 1.727 0.00
H -0.714 -0.437 0.756 0.00
H -1.524 1.429 -0.048 0.00
H -0.396 1.409 1.273 0.00
H -1.097 3.451 1.612 0.01
H 0.399 3.662 0.772 0.00
H -2.532 3.900 -0.520 -0.01
H -2.143 0.388 -1.727 0.00
H -2.846 0.666 -2.915 0.00
O -3.031 0.221 -2.073 0.00
H -1.779 -0.052 4.017 0.00
H -2.088 1.310 4.027 0.00
O -1.950 0.624 3.354 0.00
H -2.724 -0.156 1.822 0.00
H -4.062 -0.129 0.753 0.00
O -3.138 -0.257 0.956 0.00
H -0.962 -2.531 -3.473 0.00
H -2.295 -2.807 -2.502 0.00
O -1.475 -2.345 -2.686 0.00
H -2.670 -1.713 0.242 0.00
H -1.583 -2.373 -0.411 0.00
O -2.308 -2.633 0.178 0.00
H 2.774 1.894 1.036 0.00
H 3.327 3.287 1.530 0.00
O 3.270 2.347 1.722 0.00
H 1.430 -4.368 -1.925 0.00
H 0.198 -3.463 -2.139 0.00
O 1.099 -3.624 -2.441 0.00
H 1.336 -1.952 3.660 0.00
H 0.579 -3.255 3.628 0.00
O 0.446 -2.304 3.539 0.00
H 0.107 -4.165 0.813 0.00
H 1.545 -3.808 0.788 0.00
O 0.971 -4.553 1.012 0.00
H 1.259 0.146 -3.958 0.00
H 1.720 1.494 -2.905 0.00
O 1.250 1.007 -3.559 0.00
H 1.500 3.258 3.324 0.00
H 1.672 2.051 2.458 0.00
O 0.991 2.507 3.002 0.00
H 3.207 -1.347 -2.176 0.00
H 2.223 -2.163 -2.736 0.00
O 2.587 -1.264 -2.919 0.00
```



Copy entry 3 word for word.
ORCA calculation (wB97M-V/def2-TZVPD) on a cluster of 13 separate species, C4H34N2O13S in total.

Computed properties:
Kohn-Sham gap (alpha / beta) ... 8.68 / 3.62 eV
Maximum force ... 0.075 hartree/bohr
Expectation value of S² ... 0.75
Charge ... +1
Multiplicity ... 2

Geometry as XYZ:
```
54
Properties=species:S:1:pos:R:3:mulliken_spin:R:1
C 0.531 1.432 -0.732 -0.01
N 1.543 0.443 -0.322 0.01
C 1.374 -0.775 0.313 0.00
N 0.129 -0.960 0.883 0.01
O 2.132 -1.716 0.289 0.01
C -0.558 1.821 0.268 0.04
C -0.632 3.323 0.635 0.03
S -1.251 4.299 -0.740 0.90
H 1.105 2.325 -1.007 -0.01
H 0.094 1.029 -1.647 0.01
H 2.191 0.347 -1.097 0.00
H 0.099 -1.522 1.727 0.00
H -0.714 -0.437 0.756 0.00
H -1.524 1.429 -0.048 0.00
H -0.396 1.409 1.273 0.00
H -1.097 3.451 1.612 0.01
H 0.399 3.662 0.772 0.00
H -2.532 3.900 -0.520 -0.01
H -2.143 0.388 -1.727 0.00
H -2.846 0.666 -2.915 0.00
O -3.031 0.221 -2.073 0.00
H -1.779 -0.052 4.017 0.00
H -2.088 1.310 4.027 0.00
O -1.950 0.624 3.354 0.00
H -2.724 -0.156 1.822 0.00
H -4.062 -0.129 0.753 0.00
O -3.138 -0.257 0.956 0.00
H -0.962 -2.531 -3.473 0.00
H -2.295 -2.807 -2.502 0.00
O -1.475 -2.345 -2.686 0.00
H -2.670 -1.713 0.242 0.00
H -1.583 -2.373 -0.411 0.00
O -2.308 -2.633 0.178 0.00
H 2.774 1.894 1.036 0.00
H 3.327 3.287 1.530 0.00
O 3.270 2.347 1.722 0.00
H 1.430 -4.368 -1.925 0.00
H 0.198 -3.463 -2.139 0.00
O 1.099 -3.624 -2.441 0.00
H 1.336 -1.952 3.660 0.00
H 0.579 -3.255 3.628 0.00
O 0.446 -2.304 3.539 0.00
H 0.107 -4.165 0.813 0.00
H 1.545 -3.808 0.788 0.00
O 0.971 -4.553 1.012 0.00
H 1.259 0.146 -3.958 0.00
H 1.720 1.494 -2.905 0.00
O 1.250 1.007 -3.559 0.00
H 1.500 3.258 3.324 0.00
H 1.672 2.051 2.458 0.00
O 0.991 2.507 3.002 0.00
H 3.207 -1.347 -2.176 0.00
H 2.223 -2.163 -2.736 0.00
O 2.587 -1.264 -2.919 0.00
```